Record 1
{
  "formula": "C42H38BrN5O4S2SbTl",
  "method": "the ωB97M-V functional and the def2-TZVPD basis",
  "e_above_lowest_kcal_mol": 0.0,
  "homo_ha": -0.095,
  "total_charge": -2,
  "gap_ev": 6.7,
  "largest_force_ev_per_a": 0.1,
  "species": ["Tl", "C", "C", "N", "N", "C", "S", "S", "C", "C", "C", "C", "C", "C", "C", "C", "C", "C", "C", "C", "C", "O", "H", "H", "H", "H", "H", "H", "H", "H", "H", "H", "H", "H", "H", "H", "Br", "C", "C", "C", "C", "C", "N", "C", "O", "O", "H", "H", "H", "C", "C", "C", "C", "C", "C", "Sb", "C", "C", "C", "C", "C", "C", "C", "C", "C", "C", "C", "C", "H", "H", "H", "H", "H", "H", "H", "H", "H", "H", "H", "H", "H", "H", "H", "C", "N", "C", "N", "O", "H", "H", "H", "H", "H", "H"],
  "positions_angstrom": [[0.352, -0.580, -1.467], [-2.391, 1.422, 0.285], [-1.174, 2.239, -0.031], [-0.148, 2.091, 0.712], [0.935, 2.911, 0.393], [2.077, 2.326, 0.438], [2.504, 0.678, 0.696], [3.526, 3.343, 0.185], [2.843, 5.023, 0.033], [2.743, 5.533, -1.378], [3.511, 6.616, -1.793], [3.424, 7.098, -3.093], [2.562, 6.497, -3.996], [1.787, 5.416, -3.588], [1.872, 4.939, -2.290], [-1.288, 3.143, -1.210], [-1.491, 4.503, -1.034], [-1.700, 5.357, -2.109], [-1.714, 4.816, -3.390], [-1.505, 3.463, -3.590], [-1.267, 2.574, -2.513], [-1.051, 1.307, -2.711], [-2.221, 0.806, 1.168], [-2.622, 0.773, -0.564], [-3.255, 2.075, 0.441], [3.497, 5.672, 0.619], [1.859, 4.991, 0.502], [4.191, 7.084, -1.088], [4.035, 7.940, -3.398], [2.491, 6.866, -5.012], [1.097, 4.946, -4.277], [1.255, 4.109, -1.967], [-1.472, 4.900, -0.023], [-1.837, 6.420, -1.950], [-1.876, 5.461, -4.248], [-1.508, 3.045, -4.591], [-3.222, -2.180, 0.107], [-2.420, -3.560, -0.943], [-3.120, -4.742, -1.107], [-2.506, -5.725, -1.863], [-1.254, -5.484, -2.400], [-0.659, -4.248, -2.193], [-1.245, -3.295, -1.457], [0.710, -3.937, -2.828], [1.455, -4.917, -2.981], [0.895, -2.735, -3.136], [-4.097, -4.870, -0.666], [-3.008, -6.671, -2.031], [-0.712, -6.218, -2.979], [-2.011, -4.948, 4.684], [-2.543, -3.666, 4.616], [-1.874, -2.677, 3.908], [-0.661, -2.932, 3.267], [-0.145, -4.223, 3.344], [-0.812, -5.224, 4.044], [0.259, -1.301, 2.136], [1.989, -2.457, 1.642], [1.896, -3.291, 0.530], [2.986, -4.033, 0.092], [4.188, -3.946, 0.782], [4.294, -3.118, 1.892], [3.203, -2.372, 2.318], [0.980, -0.344, 3.920], [1.095, 1.045, 3.936], [1.530, 1.701, 5.080], [1.859, 0.978, 6.219], [1.744, -0.405, 6.214], [1.301, -1.060, 5.070], [-2.533, -5.727, 5.227], [-3.483, -3.440, 5.105], [-2.312, -1.684, 3.853], [0.791, -4.458, 2.850], [-0.393, -6.223, 4.084], [0.963, -3.365, -0.019], [2.885, -4.647, -0.795], [5.049, -4.510, 0.443], [5.238, -3.035, 2.419], [3.307, -1.705, 3.166], [0.851, 1.610, 3.043], [1.621, 2.781, 5.077], [2.206, 1.492, 7.109], [1.997, -0.978, 7.099], [1.205, -2.140, 5.079], [-4.716, -0.376, -2.780], [-3.365, -0.337, -3.271], [-2.753, -1.446, -3.786], [-1.483, -1.205, -4.253], [-3.300, -2.544, -3.860], [-5.386, 0.251, -3.377], [-4.768, -0.041, -1.741], [-5.064, -1.406, -2.825], [-2.762, 0.456, -3.066], [-1.098, -0.298, -4.009], [-0.829, -1.974, -4.154]],
  "forces_ev_per_angstrom": [[0.0, 0.0, 0.0], [0.0, 0.0, 0.0], [0.0, -0.1, 0.0], [-0.1, 0.1, 0.0], [0.0, 0.0, 0.0], [0.1, 0.1, 0.0], [0.0, -0.1, 0.0], [0.0, 0.0, 0.0], [0.0, 0.0, 0.0], [0.0, 0.0, 0.0], [0.0, 0.0, 0.0], [0.0, 0.0, 0.0], [0.0, 0.0, 0.0], [0.0, 0.0, 0.0], [0.0, 0.0, 0.0], [0.0, 0.0, 0.0], [0.0, 0.0, 0.0], [0.0, 0.0, 0.0], [0.0, 0.0, 0.0], [0.0, 0.0, 0.0], [0.0, 0.1, -0.1], [-0.1, -0.1, 0.1], [0.0, 0.0, 0.0], [0.0, 0.0, 0.0], [0.0, 0.0, 0.0], [0.0, 0.0, 0.0], [0.0, 0.0, 0.0], [0.0, 0.0, 0.0], [0.0, 0.0, 0.0], [0.0, 0.0, 0.0], [0.0, 0.0, 0.0], [0.0, 0.0, 0.0], [0.0, 0.0, 0.0], [0.0, 0.0, 0.0], [0.0, 0.0, 0.0], [0.0, 0.0, 0.0], [0.0, 0.0, 0.0], [0.0, 0.0, 0.0], [0.0, 0.0, 0.0], [0.0, 0.0, 0.0], [0.0, 0.0, 0.0], [0.0, 0.0, 0.0], [-0.1, 0.0, 0.0], [0.0, -0.1, 0.0], [0.0, 0.0, 0.0], [0.1, 0.1, 0.0], [0.0, 0.0, 0.0], [0.0, 0.0, 0.0], [0.0, 0.0, 0.0], [0.0, 0.0, 0.0], [0.0, 0.0, 0.0], [0.0, 0.0, 0.0], [0.0, 0.0, 0.0], [0.0, 0.0, 0.0], [0.0, 0.0, 0.0], [-0.1, 0.0, -0.1], [0.0, 0.0, 0.0], [0.0, 0.0, 0.0], [0.0, 0.0, 0.0], [0.0, 0.0, 0.0], [0.0, 0.0, 0.0], [0.0, 0.0, 0.0], [0.0, 0.0, 0.0], [0.0, 0.0, 0.0], [0.0, 0.0, 0.0], [0.0, 0.0, 0.0], [0.0, 0.0, 0.0], [0.0, 0.0, 0.0], [0.0, 0.0, 0.0], [0.0, 0.0, 0.0], [0.0, 0.0, 0.0], [0.0, 0.0, 0.0], [0.0, 0.0, 0.0], [0.0, 0.0, 0.0], [0.0, 0.0, 0.0], [0.0, 0.0, 0.0], [0.0, 0.0, 0.0], [0.0, 0.0, 0.0], [0.0, 0.0, 0.0], [0.0, 0.0, 0.0], [0.0, 0.0, 0.0], [0.0, 0.0, 0.0], [0.0, 0.0, 0.0], [0.0, 0.0, 0.0], [0.0, 0.0, -0.1], [0.0, 0.0, 0.0], [0.0, 0.0, 0.0], [0.0, 0.0, 0.0], [0.0, 0.0, 0.0], [0.0, 0.0, 0.0], [0.0, 0.0, 0.0], [0.0, 0.0, 0.0], [0.0, 0.0, 0.0], [0.0, 0.0, 0.0]]
}



Record 2
{
  "formula": "C15H29INO2P2Y",
  "method": "the ωB97M-V functional and the def2-TZVPD basis",
  "homo_ha": [-0.505, -0.403],
  "total_charge": 2,
  "gap_ev": [6.7, 2.2],
  "largest_force_ev_per_a": 5.0,
  "species": ["C", "C", "H", "H", "H", "O", "I", "Y", "P", "C", "C", "H", "H", "H", "H", "H", "H", "C", "H", "H", "H", "P", "C", "C", "H", "H", "H", "C", "H", "H", "H", "H", "H", "H", "C", "O", "C", "C", "C", "C", "C", "C", "N", "H", "H", "H", "H", "H", "H", "H", "H"],
  "positions_angstrom": [[0.092, 0.698, -5.889], [0.103, 1.499, -4.691], [0.090, 1.406, -6.757], [-0.827, 0.068, -5.909], [1.009, 0.064, -5.920], [0.103, 1.977, -3.620], [-0.340, -2.209, -2.633], [0.010, -0.265, -0.563], [2.617, 0.548, -0.037], [3.432, 1.879, 0.914], [3.360, -0.915, 0.788], [4.451, -0.815, 0.718], [4.633, 0.372, -1.412], [3.025, -1.847, 0.311], [3.165, -0.080, -2.338], [3.160, 1.783, 1.971], [3.060, -0.927, 1.845], [3.578, 0.619, -1.598], [4.533, 1.872, 0.840], [3.511, 1.642, -1.992], [3.065, 2.849, 0.562], [-2.566, 0.638, -0.100], [-3.319, 1.970, 0.896], [-3.527, 0.764, -1.654], [-2.991, -1.747, 0.242], [-4.452, -0.726, 0.528], [-3.142, -0.810, 1.770], [-3.369, -0.817, 0.693], [-3.111, 0.088, -2.415], [-4.577, 0.503, -1.452], [-4.409, 2.029, 0.736], [-2.861, 2.928, 0.613], [-3.463, 1.804, -2.002], [-3.123, 1.789, 1.961], [0.057, 2.143, -0.083], [0.074, 3.268, 0.225], [0.457, -3.358, 0.596], [0.121, -2.482, 1.722], [-0.019, -2.860, 3.065], [-0.283, -1.684, 3.797], [-0.283, -0.629, 2.868], [-0.518, 0.796, 3.126], [-0.044, -1.116, 1.596], [0.419, -2.817, -0.389], [-0.292, -4.165, 0.540], [1.487, -3.756, 0.703], [0.094, -3.879, 3.410], [-0.461, -1.562, 4.862], [-1.579, 0.973, 3.391], [0.151, 1.109, 3.946], [-0.299, 1.387, 2.218]],
  "forces_ev_per_angstrom": [[0.0, 0.2, -0.5], [0.0, 1.4, 3.0], [0.0, -0.6, 0.5], [0.5, 0.3, 0.1], [-0.5, 0.3, 0.1], [0.0, -1.8, -3.1], [-0.2, 0.6, -0.9], [0.0, -0.6, 0.9], [2.1, -0.2, 0.2], [-0.5, 0.5, 0.3], [-0.3, -0.1, 0.0], [-0.2, -0.2, 0.0], [-0.3, 0.1, 0.0], [0.2, 0.2, 0.1], [0.2, 0.2, 0.1], [0.0, 0.0, -0.2], [0.0, -0.1, -0.3], [-0.2, 0.0, -0.2], [-0.5, -0.3, -0.2], [0.1, -0.2, 0.0], [0.1, 0.0, 0.1], [-2.0, -0.3, 0.3], [0.4, 0.5, 0.1], [0.2, 0.1, -0.2], [-0.3, 0.2, 0.2], [0.3, -0.1, 0.1], [-0.1, -0.1, -0.4], [0.4, 0.0, -0.1], [-0.2, 0.2, 0.2], [0.4, 0.1, -0.1], [0.5, -0.2, 0.0], [-0.3, -0.1, 0.2], [-0.1, -0.3, -0.1], [-0.1, 0.1, -0.3], [0.1, 4.9, 1.0], [-0.1, -4.3, -1.2], [0.2, 0.1, -0.9], [0.0, 0.9, 0.7], [-0.2, 0.6, 0.5], [0.2, -0.6, -0.5], [0.0, -0.9, -0.4], [-0.1, 0.6, -0.1], [0.0, -0.2, -0.5], [0.2, -0.7, 1.1], [0.5, 0.0, -0.1], [-0.6, -0.1, -0.1], [-0.1, 0.2, 0.2], [0.1, -0.2, -0.3], [0.6, 0.0, 0.2], [-0.5, 0.3, -0.3], [0.0, -0.1, 0.6]]
}



Record 3
{
  "formula": "C10H22F6HgN2O12S3",
  "method": "the ωB97M-V functional and the def2-TZVPD basis",
  "e_above_lowest_kcal_mol": 0.0,
  "homo_ha": -0.058,
  "total_charge": -2,
  "gap_ev": 5.9,
  "largest_force_ev_per_a": 2.9,
  "species": ["Hg", "S", "O", "O", "O", "O", "C", "F", "F", "F", "S", "O", "O", "O", "C", "F", "F", "F", "S", "O", "O", "O", "C", "C", "C", "O", "C", "N", "H", "H", "H", "H", "H", "H", "H", "H", "H", "H", "H", "C", "C", "C", "O", "C", "N", "H", "H", "H", "H", "H", "H", "H", "H", "H", "H", "H"],
  "positions_angstrom": [[-0.163, -0.001, -0.214], [-3.228, 0.116, -1.950], [-1.895, 0.610, -1.487], [-3.406, -1.287, -1.557], [-4.207, 1.038, -1.323], [-3.306, 0.185, -3.426], [1.592, -1.952, -4.345], [1.316, -2.607, -5.472], [2.880, -2.193, -4.050], [1.490, -0.642, -4.592], [0.386, -2.586, -3.001], [0.988, -3.843, -2.601], [0.470, -1.521, -2.004], [-0.892, -2.731, -3.670], [1.947, 1.785, 3.918], [3.053, 1.766, 4.730], [0.875, 1.903, 4.682], [2.174, 2.819, 3.072], [1.953, 0.140, 2.949], [1.188, 0.442, 1.724], [3.363, -0.120, 2.734], [1.270, -0.798, 3.828], [2.110, 3.726, -1.892], [1.377, 2.785, -0.946], [-0.012, 3.303, -0.560], [-0.514, 2.608, 0.548], [-1.633, 3.243, 1.086], [1.209, 1.429, -1.500], [1.370, 4.255, -2.505], [2.871, 3.276, -2.530], [2.679, 4.501, -1.369], [2.022, 2.721, -0.065], [-0.669, 3.238, -1.434], [0.109, 4.358, -0.274], [-2.002, 2.717, 1.972], [-2.541, 3.325, 0.481], [-1.357, 4.237, 1.467], [2.130, 1.038, -1.722], [0.918, 1.535, -2.479], [-2.874, -2.855, 2.292], [-1.590, -2.095, 1.858], [-0.576, -2.995, 1.145], [0.444, -2.188, 0.565], [1.717, -2.818, 0.748], [-2.035, -1.071, 0.898], [-3.258, -2.233, 3.108], [-2.655, -3.797, 2.814], [-3.615, -2.995, 1.513], [-1.065, -1.687, 2.722], [-1.027, -3.662, 0.408], [-0.195, -3.602, 1.974], [1.697, -3.715, 0.131], [1.978, -2.961, 1.797], [2.447, -2.101, 0.370], [-2.779, -0.534, 1.340], [-2.531, -1.511, 0.093]],
  "forces_ev_per_angstrom": [[-1.3, -0.1, -0.5], [-1.8, 0.8, -2.2], [1.8, 0.7, 0.2], [0.0, -0.8, 1.3], [-0.1, -0.5, 0.3], [0.3, 0.4, 0.7], [-0.9, -0.7, 0.8], [0.1, -0.1, -0.6], [0.2, 0.0, 0.2], [-0.1, 0.3, 0.0], [-1.0, -0.1, -0.5], [0.4, 0.2, 0.1], [0.5, -0.2, -0.7], [1.2, 0.4, 0.2], [2.0, -1.5, -0.8], [-0.9, 0.1, 0.0], [0.0, 0.8, -0.3], [-1.0, -0.1, 0.7], [-0.6, -0.5, -0.5], [0.9, 0.4, 1.1], [-0.5, 0.4, 0.0], [0.3, 0.6, -0.1], [-0.3, 1.0, -0.3], [0.4, -0.3, 0.4], [0.9, 0.6, -0.1], [0.0, -0.3, -0.3], [-1.0, 0.4, 1.3], [1.1, 0.2, -1.1], [0.2, -0.1, -0.3], [-0.3, -0.5, -0.1], [-0.3, 0.0, 0.3], [-0.5, -0.4, 0.2], [-0.2, -0.1, 0.1], [-0.1, 0.1, -0.1], [0.5, -0.4, -0.1], [0.5, -0.1, -0.8], [0.0, 0.1, -0.3], [0.0, -0.2, 0.8], [-1.1, -0.2, 0.4], [1.1, 0.2, 1.6], [-1.1, -0.8, -1.6], [-0.4, 0.4, 0.8], [0.1, -1.3, 1.5], [0.0, 1.0, -0.9], [0.3, 0.0, 0.7], [-0.6, 0.0, -0.3], [0.1, -0.1, -0.4], [0.1, 0.0, -0.2], [-0.2, 0.4, -0.1], [-0.1, 0.1, -0.3], [0.4, -0.2, -0.3], [0.4, -0.2, 0.2], [-0.4, -0.3, 0.1], [0.1, -0.2, -0.2], [0.3, 0.4, -0.2], [0.2, 0.4, -0.2]]
}



Record 4
{
  "formula": "B2H8Sn",
  "method": "the ωB97M-V functional and the def2-TZVPD basis",
  "e_above_lowest_kcal_mol": 16.8,
  "homo_ha": -0.351,
  "gap_ev": 7.9,
  "largest_force_ev_per_a": 5.2,
  "species": ["Sn", "B", "H", "H", "H", "H", "B", "H", "H", "H", "H"],
  "positions_angstrom": [[-0.519, -0.023, -0.726], [-1.295, 1.438, 0.928], [-1.866, 1.136, 0.063], [-0.799, 2.381, 0.762], [-2.009, 1.550, 1.729], [-0.571, 0.661, 1.116], [1.389, -1.432, -0.783], [0.326, -1.614, -0.822], [1.961, -2.332, -0.948], [1.726, -0.711, -1.511], [1.657, -1.053, 0.191]],
  "forces_ev_per_angstrom": [[0.1, 1.3, -2.0], [-1.1, 1.1, 0.5], [-3.0, -0.2, -2.7], [2.1, 3.2, -1.1], [-2.1, -0.1, 3.1], [3.4, -3.5, 1.6], [1.2, -0.3, 0.5], [-3.5, -2.6, -0.3], [1.7, -3.3, -0.5], [0.5, 2.9, -3.1], [0.7, 1.5, 4.0]]
}